Entry 1:
47
Properties=species:S:1:pos:R:3:forces:R:3:lowdin_spin:R:1 method="wB97M-V/def2-TZVPD" energy_ha=-2520.0342 spin_multiplicity=5 max_force_ev_per_a=4.6 gap_ha="0.2883 / 0.3153" homo_ev="-15.5 / -16.1" charge=+2
Cr -0.5905 -0.9758 -0.6886 1.91 1.47 0.96 3.60
S -1.0929 -1.4765 1.5019 0.91 -1.43 1.29 0.01
S 1.2391 0.1501 -1.6986 1.68 -0.39 -0.32 0.03
C 0.4228 -0.9558 2.4278 -0.30 0.45 0.05 0.01
C -0.5838 -3.2897 1.3617 -0.93 0.59 0.18 0.02
C 0.7304 -3.5187 0.6403 0.28 0.38 0.17 0.00
N 0.7149 -2.7124 -0.6386 0.97 -0.75 0.00 0.00
C 2.1077 -2.5207 -1.2287 -0.15 -0.29 0.72 0.00
C 2.0704 -1.4152 -2.2521 -0.54 0.74 -0.35 0.01
H -1.3988 -3.7451 0.7807 0.11 -0.04 0.50 0.00
H -0.6064 -3.6167 2.4130 0.07 -0.30 -0.59 0.00
H 0.8085 -4.5851 0.3861 0.07 0.22 0.20 0.00
H 1.6085 -3.2695 1.2668 -0.47 0.10 -0.44 0.00
H 2.3713 -3.4638 -1.7290 0.25 0.31 0.15 0.00
H 2.8458 -2.3444 -0.4254 -0.49 0.00 -0.27 0.00
H 1.4464 -1.7563 -3.0816 0.34 0.18 -0.29 0.00
H 3.0512 -1.0665 -2.5953 -0.19 -0.55 -0.10 0.00
C 2.4954 0.6391 -0.4340 -0.40 0.26 0.03 0.01
H 0.2986 -3.3909 -1.2885 -0.20 0.64 0.04 0.00
H 2.4275 0.0189 0.4733 0.17 0.22 -0.56 0.00
H 2.2193 1.6696 -0.1764 0.33 -0.38 -0.18 0.00
H 3.5134 0.6050 -0.8709 -0.72 -0.03 0.09 0.00
H 0.1605 0.0123 2.8766 0.20 -0.45 -0.06 0.00
H 1.3147 -0.8212 1.7912 -0.61 -0.25 0.27 0.00
H 0.6042 -1.7131 3.2093 -0.12 0.39 -0.34 0.00
C -1.8794 -2.0748 -1.8937 -2.49 1.90 -0.44 0.01
C -2.6141 -0.8736 -1.6098 -1.72 -3.74 -2.16 0.19
H -2.1031 -2.9792 -1.3241 0.56 0.22 0.23 0.02
H -1.3803 -2.1663 -2.8711 -0.59 -0.15 0.29 0.01
H -3.2473 -0.8035 -0.7058 0.52 -0.11 -0.44 0.02
H -3.0787 -0.4011 -2.5012 1.22 0.64 0.82 0.01
C -1.5386 2.2114 -2.2216 -0.24 -0.13 -0.31 0.00
O -1.9816 1.4274 -1.1187 0.53 0.24 0.62 0.04
C -2.3097 2.2073 0.0274 -0.22 -0.25 0.71 0.00
C -1.1040 2.8252 0.7085 -0.32 0.23 -0.15 0.00
O -0.1127 1.8455 0.9557 0.28 -0.23 0.15 0.00
C 0.8794 2.3325 1.8736 0.15 0.11 0.13 0.00
H -1.1528 1.4842 -2.9394 0.44 0.38 0.03 0.00
H -0.8163 2.9778 -1.8913 -0.12 -0.47 -0.51 0.00
H -2.3957 2.6720 -2.7176 -0.01 0.27 0.21 0.00
H -3.0162 3.0153 -0.2312 0.12 -0.37 0.07 0.00
H -2.7778 1.5001 0.7278 -0.11 0.24 -0.22 0.00
H -0.7321 3.6299 0.0664 0.39 0.03 0.21 0.00
H -1.4020 3.2672 1.6645 -0.25 0.09 -0.15 0.00
H 1.1409 3.3742 1.6217 -0.01 -0.33 0.11 0.00
H 0.5416 2.3079 2.9406 0.12 -0.06 -0.84 0.00
H 1.7693 1.7002 1.7255 -0.44 0.39 0.50 0.00

***

Entry 2:
55
Properties=species:S:1:pos:R:3:forces:R:3:nbo_charge:R:1 method="wB97M-V/def2-TZVPD" energy_ha=-2419.4710 max_force_ev_per_a=6.9 gap_ha=0.2420 homo_ev=-5.3 charge=-1
C 0.2549 -2.2204 0.0722 0.46 -0.69 -0.30 -0.61
C 0.6107 -3.5318 -0.6685 -0.90 0.24 0.26 -0.39
C -0.1105 -3.5817 -2.0177 0.38 -0.20 -0.24 -0.39
C 0.4540 -2.5849 -3.0556 -0.70 0.31 0.87 -0.41
C -0.6967 -1.8979 -3.8078 0.74 -0.35 0.13 -0.66
S -0.3637 -1.5332 -5.5199 -0.27 0.48 -0.51 2.32
O -0.4360 -2.7822 -6.2366 0.15 -0.46 0.12 -0.98
O -1.3532 -0.5503 -5.8927 -0.28 0.24 0.15 -0.99
N 1.1229 -0.9148 -5.5021 -0.11 0.04 0.21 -1.28
S 1.8121 -0.7363 -6.9145 -0.07 -0.65 -1.41 2.29
O 0.9299 -0.4230 -8.0126 -0.66 0.60 0.34 -0.98
O 2.7169 -1.8023 -7.2751 0.70 -0.04 0.79 -0.98
C 2.8203 0.7679 -6.7107 0.26 0.09 -0.35 -0.34
O 3.1128 1.2037 -8.0366 -0.08 -0.16 -0.13 -0.27
O 3.0241 2.6182 -8.0902 0.17 0.48 0.20 -0.46
H 0.9132 -1.4244 -0.2694 -0.11 0.25 0.25 0.20
H -0.7788 -1.9524 -0.1426 -0.03 0.11 0.04 0.20
H 0.3453 -2.3806 1.1445 0.15 0.36 0.08 0.21
H 1.6900 -3.6540 -0.7607 0.04 0.00 -0.08 0.20
H 0.2343 -4.3412 -0.0372 0.14 -0.21 -0.12 0.19
H -0.1139 -4.5917 -2.4353 0.08 -0.03 0.00 0.20
H -1.1591 -3.3426 -1.8244 -0.05 0.01 0.02 0.18
H 1.1804 -3.0465 -3.7178 -0.02 0.01 -0.10 0.24
H 0.9432 -1.8077 -2.4679 0.41 0.04 -0.33 0.20
H -1.5523 -2.5708 -3.8279 -0.13 0.07 -0.36 0.23
H -1.0053 -0.9806 -3.3115 0.05 0.10 -0.06 0.23
H 3.7760 0.5513 -6.2342 -0.21 -0.12 0.44 0.19
H 2.2481 1.5454 -6.2133 -0.06 -0.18 0.27 0.20
H 2.0735 2.7991 -8.1490 -0.08 -0.35 -0.15 0.45
O -0.5265 -0.1658 3.1414 0.12 1.67 -3.28 -0.98
P -0.8421 1.2390 3.5360 -0.78 -1.33 6.76 2.48
O 0.2980 1.4751 4.6983 -0.10 0.37 -0.57 -0.82
C 1.6695 1.5839 4.3135 0.19 0.01 -0.04 -0.07
C 1.9844 2.9125 3.6474 -0.13 -0.01 -0.10 -0.64
O -2.1585 0.9784 4.4744 -0.05 0.61 -0.56 -0.84
C -3.0091 -0.1507 4.2611 -0.03 -0.31 0.13 -0.06
C -2.6960 -1.2521 5.2531 0.05 0.04 0.22 -0.63
O -1.1624 2.8078 3.3193 0.82 -1.12 -2.41 -0.82
C -1.9273 3.6156 4.2274 -0.58 0.64 0.12 -0.04
C -1.3476 3.7593 5.6155 0.16 -0.31 0.12 -0.64
H 1.9357 0.7508 3.6570 -0.03 -0.02 0.02 0.19
H 2.2528 1.4823 5.2287 -0.10 -0.04 0.06 0.18
H 1.4748 3.0036 2.6861 0.06 0.00 -0.01 0.21
H 3.0569 3.0070 3.4734 0.00 -0.04 0.01 0.22
H 1.6528 3.7450 4.2680 0.06 0.00 0.05 0.21
H -2.9295 -0.5109 3.2366 0.16 0.00 0.00 0.19
H -4.0357 0.1942 4.4020 0.05 0.13 0.02 0.17
H -1.6265 -1.4545 5.2928 0.01 -0.03 -0.20 0.23
H -3.2198 -2.1722 4.9902 -0.02 0.02 -0.01 0.21
H -3.0015 -0.9547 6.2581 -0.04 -0.01 -0.01 0.20
H -2.9567 3.2639 4.2636 0.08 -0.25 0.01 0.19
H -1.9594 4.5994 3.7557 0.17 -0.11 -0.18 0.19
H -1.4055 2.8290 6.1766 0.01 -0.03 -0.03 0.23
H -1.9116 4.5179 6.1616 -0.05 0.04 -0.12 0.21
H -0.3022 4.0616 5.5770 -0.02 0.06 -0.01 0.21

***

Entry 3:
66
Properties=species:S:1:pos:R:3:forces:R:3:nbo_charge:R:1 method="wB97M-V/def2-TZVPD" energy_ha=-4158.9550 smiles="CC(=O)N(C)[PH3]P(C)O.O=S1(=O)OCCO1.O=S1(=O)OCCO1.O=S1(=O)OCCO1.O=S1(=O)OCCO1" max_force_ev_per_a=3.1 gap_ha=0.2928 homo_ev=-7.7
C 2.2224 3.7910 -1.2549 0.07 -0.49 -0.41 -0.76
C 2.7797 2.7961 -0.1285 0.49 1.38 1.78 0.70
O 2.8521 3.2135 1.0321 -0.22 -1.22 -2.84 -0.53
N 3.1705 1.3960 -0.4621 -0.69 1.60 -1.04 -0.79
C 4.2789 1.4229 -1.4570 1.33 0.81 0.43 -0.46
P 1.6675 0.6962 -1.2113 0.09 0.41 0.29 0.65
P -0.2885 -0.0399 -1.9843 -2.16 -1.21 -0.54 0.68
C -1.5600 1.1238 -1.1406 1.49 0.71 -0.01 -0.95
O -0.4266 0.2585 -3.6755 0.97 1.15 1.16 -0.98
H 2.4357 4.8813 -1.0090 -0.19 -1.61 -0.11 0.26
H 2.6245 3.5406 -2.2975 -0.48 0.39 1.51 0.22
H 1.0949 3.6505 -1.3135 1.29 0.20 0.18 0.23
H 5.1263 2.0343 -0.9813 -1.02 -0.93 -0.76 0.22
H 4.7012 0.3919 -1.6609 -0.80 1.15 0.20 0.22
H 4.0294 1.9535 -2.4328 0.16 -0.88 0.98 0.19
H 2.1537 -0.6432 -1.0535 -0.15 0.61 -0.13 0.04
H 1.9436 1.3300 -2.4855 0.13 -0.22 0.12 -0.08
H 0.9172 1.3313 -0.1422 0.37 -0.39 -0.12 -0.03
H -2.6278 0.8325 -1.3625 1.31 0.36 0.35 0.26
H -1.3015 1.0589 -0.0263 -0.70 -0.03 -1.55 0.25
H -1.2943 2.1837 -1.4702 -0.79 -1.07 0.37 0.20
H 0.0305 1.0947 -3.9211 -0.42 -0.57 0.03 0.47
C 8.6879 0.0273 -3.0435 -0.06 -0.60 0.18 -0.10
C 8.8553 -0.4883 -4.4635 0.61 0.21 0.03 -0.10
O 7.6464 -0.1263 -5.1324 -0.52 0.41 0.58 -0.68
S 7.0914 1.2633 -4.5088 0.26 -0.02 -0.12 2.52
O 7.5123 2.3370 -5.3550 -0.54 -0.56 0.66 -0.88
O 5.7278 1.0715 -4.1216 0.79 0.23 -0.49 -0.89
O 8.0119 1.2790 -3.1749 -0.20 0.08 -0.78 -0.68
H 8.0561 -0.6411 -2.4523 0.07 -0.01 -0.03 0.19
H 9.6440 0.1625 -2.5381 -0.13 0.23 -0.06 0.21
H 9.0065 -1.5665 -4.4994 -0.26 0.08 -0.10 0.22
H 9.6853 0.0120 -4.9704 0.01 -0.06 0.07 0.19
C -3.3571 -0.6264 -4.1502 0.63 -0.16 0.17 -0.10
C -3.3863 -1.9460 -4.9018 -0.04 0.36 -0.52 -0.10
O -4.2062 -2.8055 -4.1074 -0.32 0.45 0.67 -0.68
S -5.3438 -1.9183 -3.3678 0.21 0.03 -0.10 2.52
O -6.5486 -1.9987 -4.1370 0.58 0.09 0.72 -0.89
O -5.2998 -2.2029 -1.9675 -0.28 0.03 -0.92 -0.88
O -4.6775 -0.4636 -3.6234 -0.53 -0.72 -0.19 -0.69
H -2.6578 -0.6654 -3.3133 -0.03 -0.04 -0.13 0.20
H -3.0997 0.2114 -4.7973 -0.21 0.00 0.12 0.21
H -2.3924 -2.3729 -5.0302 -0.14 -0.12 0.22 0.22
H -3.8629 -1.8335 -5.8801 0.07 0.03 0.02 0.19
C -3.9010 -1.2979 3.2374 -0.03 -0.28 0.55 -0.11
C -2.5563 -0.7076 3.6228 -0.29 0.73 -0.19 -0.12
O -1.5879 -1.5554 3.0039 -0.38 -0.63 -0.51 -0.68
S -2.1992 -2.1290 1.6151 -0.28 0.03 0.27 2.53
O -1.7139 -1.3154 0.5400 -0.29 -0.78 0.59 -0.91
O -2.0785 -3.5531 1.6222 0.19 0.96 -0.21 -0.88
O -3.7478 -1.7361 1.8852 0.92 0.15 -0.34 -0.68
H -4.1414 -2.1672 3.8510 0.01 0.11 -0.06 0.21
H -4.7076 -0.5682 3.3119 0.04 -0.08 -0.25 0.21
H -2.4086 -0.6782 4.6982 0.25 -0.19 -0.23 0.23
H -2.4356 0.2996 3.2120 -0.06 -0.01 0.01 0.18
C -5.0025 0.0467 8.3773 -0.56 -0.09 0.39 -0.10
C -4.3021 -0.9828 9.2485 0.37 0.51 0.25 -0.10
O -4.1111 -2.1159 8.3994 -0.30 0.20 -0.87 -0.67
S -3.8874 -1.6066 6.8780 -0.16 -0.03 0.71 2.52
O -2.4802 -1.5678 6.6201 -0.93 -0.11 -0.03 -0.89
O -4.8136 -2.2916 6.0320 0.78 0.29 0.47 -0.88
O -4.4051 -0.0851 7.0857 0.57 -0.65 -0.04 -0.68
H -6.0689 -0.1746 8.2838 0.05 0.02 0.04 0.20
H -4.8750 1.0613 8.7540 0.14 -0.05 -0.24 0.22
H -4.8887 -1.2539 10.1253 0.01 -0.22 -0.20 0.22
H -3.3174 -0.6280 9.5656 -0.08 0.03 0.03 0.20